1.
89
Properties=species:S:1:pos:R:3 method="wB97M-V/def2-TZVPD" lumo_ev="0.23 / 0.19" s_squared=0.75 multiplicity=2 e_homo_ev="-5.91 / -6.75" de_lowest_kcal_mol=9.9
H -3.06 2.71 -1.92
H 1.45 -2.66 -6.35
H 3.90 -2.80 -2.54
N 1.53 -0.85 2.98
H -2.25 -0.66 5.04
C 2.98 -2.93 -0.76
C -2.27 3.26 1.87
H 3.67 -0.50 -0.20
N 3.00 -2.95 -2.11
H -0.89 0.17 4.25
H -2.96 3.08 2.70
C 2.19 -2.76 -4.35
C 0.62 4.73 0.55
H 0.97 -1.46 3.56
C -4.55 1.91 0.52
H -1.00 -2.86 3.78
H 4.92 -3.60 -0.71
H -4.62 -0.89 -1.12
C -0.93 -0.75 -2.60
C -1.95 -0.09 4.15
H -1.19 -3.41 -0.41
C 3.89 1.00 2.12
H -4.68 -0.56 2.55
C 1.26 5.74 -0.15
C -2.11 -3.03 -0.87
H -4.97 1.53 -0.42
H 5.07 1.32 0.34
H -4.12 -1.68 -2.62
C 1.83 4.13 -1.82
H 0.14 2.58 0.52
H -2.11 3.95 -1.09
H 3.65 2.35 0.46
N 3.22 0.40 -0.17
H -0.40 -2.73 2.12
H 2.37 6.17 -1.96
H -2.39 4.31 1.56
H 1.27 6.75 0.22
H -0.94 -1.49 -3.41
C 1.99 0.34 3.69
H 2.29 -1.40 2.61
H 2.75 0.12 4.45
H 1.79 1.42 1.89
H 0.60 -4.24 -1.74
H -2.29 -3.58 -1.79
Si -2.12 -1.17 -1.20
C -3.86 -0.89 -1.91
C 1.86 5.42 -1.36
H 4.08 -0.08 2.23
H -1.92 -3.56 2.45
H 2.57 2.35 3.16
H -1.33 2.45 -1.65
Pd 0.83 -0.05 0.14
Si -2.24 -1.07 2.56
H -3.93 0.07 -2.44
C 4.02 1.33 0.64
O 1.20 1.94 -1.58
H 3.11 0.74 -1.12
N 1.22 3.15 -1.12
H -2.94 -3.26 -0.19
C -2.24 2.87 -1.21
H -4.97 2.90 0.70
C 1.26 -3.02 -5.34
H -1.26 3.13 2.27
C -0.11 -4.16 -3.76
H 4.26 -3.11 0.77
Si -1.47 0.07 0.69
C -1.30 -2.71 2.74
Si -2.67 2.05 0.45
H -1.01 -4.71 -3.51
C 2.52 1.36 2.70
C 0.10 -3.73 -5.05
C -4.08 -1.47 2.51
H 1.13 0.76 4.23
H -4.35 -2.09 3.37
S 1.67 -2.72 0.23
H -1.23 0.22 -3.02
H -4.88 1.24 1.32
H 2.27 3.79 -2.75
H -4.35 -2.01 1.60
N 4.25 -3.01 -0.23
C 1.96 -3.20 -3.05
C 0.80 -3.90 -2.74
H 3.09 -2.20 -4.58
H 4.68 1.50 2.67
C 0.61 3.44 0.05
H 0.11 -0.62 -2.25
H -2.51 0.85 4.14
H 0.12 4.92 1.49
H -0.63 -3.92 -5.83

=====

2.
84
Properties=species:S:1:pos:R:3 method="wB97M-V/def2-TZVPD" lumo_ev="0.65 / -0.99" s_squared=6.05 multiplicity=5 e_homo_ev="-5.68 / -7.68"
C 1.79 2.48 -4.38
H 2.86 2.25 -4.49
C -0.64 0.82 3.87
H 3.18 -1.22 -0.62
H 1.28 -2.07 -0.10
H -2.97 1.59 -4.56
C -2.33 -1.46 -4.14
C -1.21 1.33 -0.83
H -4.82 -2.44 0.73
H 0.13 2.78 3.32
H 1.59 2.93 0.22
Si -1.44 0.04 -3.49
H -1.63 1.74 1.36
H 2.01 -0.64 3.85
H -4.38 -0.86 3.93
H 0.84 -0.09 -4.47
H 2.92 -1.31 -4.26
H 1.50 3.85 -1.29
C 2.13 3.42 -2.08
H -0.88 2.32 -1.15
H 0.05 -1.66 -1.31
C 3.12 -0.07 -2.48
H 1.83 -2.72 5.12
C -3.93 -2.73 1.30
C 1.37 -1.45 3.46
H -1.83 -0.53 5.17
H -3.43 -1.16 -1.29
H 0.27 -1.92 5.33
C -4.12 -0.25 3.06
Ru 0.43 0.45 0.23
H 2.44 4.26 -2.72
H -3.68 0.70 3.40
Si -3.03 -1.21 1.90
H 0.59 -1.35 -3.27
H 4.47 -1.58 -1.75
C 0.32 2.00 4.06
C -1.87 1.53 -4.53
C 0.93 -2.38 4.59
H 3.78 0.74 -2.11
C 2.17 -2.31 2.48
H -1.55 1.19 3.37
H -3.30 -3.37 0.68
H 0.29 2.64 -2.85
P 1.42 0.64 -2.18
H -0.12 3.10 0.70
H 2.52 -1.73 1.62
H 3.04 2.99 -1.62
C 1.37 2.39 -2.91
H 3.22 0.40 -4.65
H 1.37 1.69 4.01
C 0.34 -1.54 -0.26
H -0.18 -0.13 5.77
H 4.53 -0.60 -4.01
H -5.05 -0.01 2.51
P -0.01 -0.48 2.63
C -2.53 -0.13 0.46
H 0.13 2.46 5.04
H 1.61 -3.18 2.12
H 1.13 2.55 1.85
H -1.48 2.47 -4.13
H -2.09 -1.59 -5.20
C -2.72 -0.42 -0.90
C 0.79 2.48 0.82
H -1.59 -2.00 3.76
C -1.89 0.37 -1.71
C 3.45 -0.40 -3.94
H -4.26 -3.32 2.17
H -1.47 1.07 5.82
H 3.07 -2.67 2.99
H -2.04 -2.37 -3.60
H 1.20 1.84 -5.05
H -1.03 -2.63 2.22
H -0.43 -2.04 0.34
C -1.39 -1.71 2.71
C 3.40 -1.35 -1.68
C 0.44 -0.28 -3.46
H -3.41 -1.32 -4.04
H 1.64 3.52 -4.71
H -1.50 1.39 -5.56
H 0.42 -3.27 4.19
C -1.05 0.25 5.23
Cl 2.70 0.46 0.90
H 2.84 -2.22 -2.07
C -1.62 1.02 0.54

=====

3.
107
Properties=species:S:1:pos:R:3 method="wB97M-V/def2-TZVPD" lumo_ev=-2.44 e_homo_ev=-10.56 total_charge=+1
C -1.06 -3.98 3.24
H 4.00 -2.58 2.70
H -0.54 -4.93 2.79
S 1.02 2.38 1.83
H 2.84 -4.06 2.67
H 2.84 1.72 -0.30
H 1.53 -1.93 2.81
C 3.43 -7.72 -1.58
H -6.54 7.82 -3.30
O 6.08 -2.68 -0.49
C 3.43 -1.79 0.16
C 0.59 5.99 3.10
C -0.53 -0.21 -4.38
C 1.57 0.36 -1.80
H 0.05 -4.10 -0.77
H 1.60 -0.90 -5.55
H -3.20 0.72 -3.74
H -1.22 -0.42 -5.31
C 3.68 -3.51 2.03
H -0.52 -3.78 4.29
H 5.77 -1.66 1.74
H 3.29 -1.87 -1.03
H 2.42 -7.21 -3.31
O -1.05 1.54 4.65
H -4.81 8.01 -3.76
H 0.00 6.14 2.19
O -5.03 7.64 -1.19
C -0.88 0.65 6.80
C -5.27 3.89 -1.58
N -1.59 0.83 5.51
C 1.47 -3.27 0.84
O 1.11 7.83 4.43
H 2.38 -5.92 -0.65
N 0.22 7.07 4.06
C 0.96 -2.01 1.76
O -6.96 3.08 -2.96
N 2.99 -3.11 0.73
H -1.59 9.08 -0.50
C -0.04 0.66 -1.63
C -2.03 -2.32 0.70
H 5.79 -0.25 -0.16
N 1.18 -0.68 1.07
H -2.96 7.92 -0.43
H 1.27 0.17 3.54
N -1.02 -4.21 -3.36
O 4.43 -6.19 0.19
O -2.69 0.26 5.39
H 3.28 -3.85 0.02
H -0.82 0.48 2.52
C -5.66 8.47 -3.26
N -5.74 3.20 -2.81
H -3.07 -0.37 -2.19
N -5.31 8.65 -1.83
H 3.23 -0.44 -3.39
O 3.30 -7.00 -2.87
O -0.78 -5.32 -2.86
C -2.05 8.27 0.06
P 5.35 -1.52 0.38
C 2.06 -0.24 -3.27
O -4.87 2.79 -3.59
C -1.03 0.35 -2.92
O 0.02 7.37 0.63
P -0.87 -2.38 2.21
H -2.20 -4.16 3.52
H -2.25 8.56 1.09
C -0.89 -4.09 -4.84
P 0.63 0.53 2.27
N -1.07 7.14 0.10
H 1.66 6.06 2.88
H 1.16 -4.33 1.30
C 4.37 -5.83 1.65
O -5.32 9.81 -1.39
H -3.15 -2.24 1.11
C 3.14 -6.74 -0.26
H -0.69 -0.42 6.92
H -6.14 4.19 -0.99
H 2.61 -7.43 0.53
H 1.71 -3.52 -1.52
H -1.97 -3.37 0.16
H 4.54 -8.16 -1.57
H -0.13 -3.33 -5.04
C -2.64 0.61 -2.71
H 3.76 0.32 -1.17
H -1.86 -3.79 -5.23
H -1.52 1.03 7.59
C 1.07 -0.51 -4.55
C 2.61 -0.47 0.64
H -0.46 1.09 -0.59
H 5.17 -6.55 2.17
C 0.90 -3.27 -0.70
O -0.97 7.12 4.40
H 2.70 -8.64 -1.62
O 4.81 -4.44 1.86
C 2.72 0.60 -0.65
O -1.36 -3.20 -2.75
F 3.39 0.13 1.78
H -4.70 4.76 -1.89
H 3.34 -6.11 2.13
O -1.43 6.07 -0.40
H -2.84 1.49 -1.96
H 0.36 5.03 3.57
H -5.88 9.44 -3.70
H -0.59 -5.05 -5.25
H 0.36 -2.25 -0.88
H 0.06 1.20 6.76
H -4.66 3.19 -1.02
H -1.77 -1.41 0.02

=====

4.
88
Properties=species:S:1:pos:R:3 method="wB97M-V/def2-TZVPD" lumo_ev=-4.50 e_homo_ev=-10.79 total_charge=+1 de_lowest_kcal_mol=183.7
H -7.39 -0.72 0.40
C 3.17 3.15 -1.62
N 0.36 0.22 -2.49
H -5.89 -1.74 6.86
H 5.39 -1.44 2.68
N 0.19 5.38 -4.62
C 1.94 3.92 -5.92
H 2.27 3.86 -1.89
C 1.74 -1.83 -3.85
H -0.35 -2.90 -3.43
H 5.22 0.77 -2.26
H -0.05 -1.75 0.56
H -4.49 -0.16 2.63
H 3.71 -1.34 5.65
H -4.39 0.39 5.06
H -3.98 -3.83 2.29
H 1.07 -1.55 4.08
H 1.26 -1.02 5.73
O -6.36 -1.47 2.02
C 2.49 0.60 3.09
C -5.58 -2.23 5.94
H -3.50 -1.11 5.38
C 1.27 2.16 -4.07
H -4.63 -2.75 6.08
H -5.16 -2.47 0.62
H 3.46 3.43 -0.50
C 0.19 -1.70 1.62
H -2.86 -0.07 3.23
H -0.82 0.11 -4.38
H 1.75 -0.02 -5.24
H 1.80 6.20 -5.81
C -4.26 -0.65 4.74
C -0.54 -0.56 -3.45
H -6.27 -3.46 1.58
O -3.43 -1.94 2.74
O 3.71 -2.05 3.67
O 1.91 0.33 4.37
H 2.71 4.09 -6.80
C 2.53 2.66 -5.00
H 4.12 3.44 -2.28
H 5.33 -0.91 4.36
H 0.73 -0.38 -1.69
H 0.96 3.47 -6.43
H 3.39 -0.16 -4.31
O -5.52 -1.29 4.88
H 2.18 0.49 0.96
H 4.71 0.01 -0.61
H 2.59 1.69 3.04
C 1.66 0.17 1.87
H 4.15 -0.86 -2.23
C -1.93 -0.89 -2.58
H 0.13 -2.71 2.05
C -6.51 -0.49 1.00
C 2.22 -0.30 -4.17
H 2.15 -2.16 -2.79
C 3.06 -1.84 4.92
H 0.39 1.89 -4.82
C -4.47 -2.92 2.63
H 2.28 -2.54 -4.63
P 2.78 1.28 -1.69
H 0.93 3.13 -3.45
H -0.20 6.29 -5.00
H -0.25 -2.08 -5.13
H 3.50 0.21 3.04
H -0.52 -1.07 2.15
C -2.97 -1.47 -1.80
H 3.44 3.10 -4.40
C 1.66 5.29 -5.05
C 1.76 -1.04 4.75
H -5.62 -0.42 0.37
H -6.33 -2.99 5.67
H 2.92 1.87 -5.78
C -3.78 -0.66 3.28
H 2.41 5.48 -4.17
H 0.25 5.43 -3.56
H 5.67 -2.63 3.97
H 2.81 -2.83 5.32
C -5.59 -2.60 1.62
C 4.35 0.19 -1.72
C 5.10 -1.74 3.69
H -4.88 -3.16 3.61
H -6.65 0.48 1.49
H 0.68 0.66 1.89
I -0.90 1.59 -1.54
C 1.57 0.85 -3.14
C 0.11 -1.96 -4.00
H -3.60 -2.18 -1.07
O 1.54 -1.25 1.78

=====

5.
88
Properties=species:S:1:pos:R:3 method="wB97M-V/def2-TZVPD" lumo_ev="0.25 / 0.15" s_squared=2.01 multiplicity=3 e_homo_ev="-8.68 / -9.39" de_lowest_kcal_mol=56.7
C -2.86 -5.35 1.55
H -3.55 -2.49 1.88
C 3.05 -2.21 -2.04
C 1.91 -1.39 -1.42
C 2.28 -0.98 0.02
H -3.11 -8.50 0.02
P -1.54 -2.57 2.45
H 3.38 -2.98 -1.35
O -0.35 -1.41 2.31
C 0.86 5.39 -0.27
H -6.67 -8.03 3.39
H -4.21 -8.59 1.84
H 2.42 -1.86 0.65
H 4.98 -1.97 -2.98
H -5.85 -8.44 0.43
H -0.05 -1.28 3.22
H -5.47 -5.77 1.73
H -6.64 -6.81 0.03
O -0.96 -4.13 2.20
O -1.60 -4.79 1.13
H 1.00 4.41 -2.25
C -5.51 -6.85 1.95
C 2.97 6.08 1.00
C 2.69 0.64 -2.73
H 1.86 1.21 -4.70
H 1.90 9.25 -1.47
H -3.03 -6.80 -0.73
C 0.59 8.09 1.46
H -7.21 -6.26 3.31
C -6.35 -6.97 3.30
C 2.33 5.07 0.06
N 0.66 6.81 -0.67
H 3.47 -0.62 -4.31
H -5.68 -6.67 4.14
H 1.70 10.00 0.10
H -0.15 -1.79 -0.79
H 2.69 -2.73 -2.93
H 2.92 5.03 -0.86
H 0.39 -2.81 -2.14
C 0.71 -2.33 -1.21
C 0.38 4.39 -1.35
H 0.80 7.35 2.23
C 3.28 1.52 -1.61
C -6.38 -7.55 0.83
C 4.25 -1.35 -2.45
O -2.06 -2.49 3.88
H 3.97 1.00 -0.95
C 1.34 7.85 0.14
C 2.21 1.67 -3.78
H 1.40 2.29 -3.38
H 0.00 3.99 1.16
H -7.37 -7.84 1.27
H 3.02 2.34 -4.06
H 0.42 3.37 -0.97
C -2.89 -6.90 1.52
O 1.08 6.93 -1.92
C 1.30 9.23 -0.56
H 1.49 -0.38 0.47
H 4.77 -0.97 -1.56
O 0.85 -0.59 -3.25
C 3.81 -0.21 -3.35
N 1.56 -0.18 -2.21
H -0.49 8.12 1.30
H -0.65 4.59 -1.64
H 4.03 5.86 1.11
H 2.49 1.97 -1.00
H -3.97 -7.67 3.33
H 0.88 9.05 1.90
H 0.24 5.55 1.86
H 3.21 -0.42 0.11
C -0.04 5.05 0.93
H 2.53 6.00 2.00
H -1.08 5.30 0.72
C -2.66 -7.48 0.06
H -1.99 -7.24 2.10
C -4.13 -7.54 2.23
O -2.77 -2.15 1.42
H 3.86 2.35 -2.02
H -3.15 -4.99 2.57
H 4.67 0.43 -3.58
H -3.67 -4.97 0.87
H 3.22 8.21 1.16
H 3.41 7.59 -0.46
H 2.40 4.07 0.50
H 0.28 9.51 -0.81
C 2.81 7.50 0.45
H 0.96 -3.14 -0.52
H -1.56 -7.64 -0.05